{
  "formula": "C20H41GeIrN2O5S",
  "method": "ωB97M-V/def2-TZVPD",
  "symbols": ["Ir", "C", "C", "C", "C", "O", "Ge", "O", "C", "C", "C", "C", "O", "C", "C", "C", "C", "H", "H", "H", "H", "H", "H", "H", "H", "H", "H", "H", "H", "H", "H", "H", "H", "H", "H", "H", "H", "H", "H", "H", "H", "H", "H", "H", "C", "O", "C", "C", "H", "H", "H", "H", "H", "H", "O", "C", "C", "N", "C", "C", "N", "C", "S", "H", "H", "H", "H", "H", "H", "H", "H"],
  "coordinates": [[-0.10336, -0.00634, -0.47242], [-0.44939, -4.83050, 0.35863], [0.45500, -3.60989, 0.24400], [1.50447, -3.59823, 1.34292], [1.09647, -3.54352, -1.13184], [-0.33494, -2.40269, 0.41407], [-2.13944, -2.28256, 0.40424], [-2.40806, 0.44397, 1.38301], [-0.46330, 0.87922, 2.73434], [-0.77364, 2.34849, 3.03436], [-1.04850, -0.00875, 3.83579], [1.03052, 0.64787, 2.56208], [-1.95998, -1.20246, -1.11592], [-3.03562, -1.02780, -2.09624], [-2.84449, 0.31340, -2.77482], [-4.38525, -1.07200, -1.39133], [-2.89434, -2.16960, -3.09206], [0.13517, -5.74707, 0.27110], [-1.19595, -4.84709, -0.44238], [-0.95951, -4.85412, 1.32398], [2.16889, -4.45916, 1.25548], [1.02778, -3.62211, 2.32339], [2.09949, -2.68674, 1.26800], [1.71587, -4.42435, -1.30862], [1.72767, -2.65783, -1.19695], [0.33510, -3.49155, -1.91267], [-1.84768, 2.51363, 3.11623], [-0.38229, 2.99351, 2.24354], [-0.30003, 2.64120, 3.97298], [-2.07834, 0.29532, 4.04176], [-0.45130, 0.12195, 4.74380], [-1.19128, -1.94229, 4.13148], [1.42436, 1.25451, 1.73975], [1.24927, -0.39762, 2.34063], [1.56441, 0.92864, 3.47173], [-3.02484, 1.13191, -2.07743], [-3.55394, 0.41102, -3.59777], [-1.83809, 0.40005, -3.18693], [-4.42330, -0.33636, -0.58636], [-4.60381, -2.05847, -0.97780], [-5.17697, -0.84231, -2.10542], [-1.93007, -2.12079, -3.59940], [-3.68308, -2.12160, -3.84401], [-2.97095, -3.13532, -2.58661], [4.13571, -0.69316, -0.59551], [2.77570, -0.49798, -0.21222], [1.90801, 0.04084, -1.13327], [2.23532, -0.11794, -2.59230], [4.56972, 0.22638, -0.99482], [4.22061, -1.48736, -1.33903], [4.66759, -0.98122, 0.30726], [2.29277, -1.17404, -2.88753], [3.18347, 0.34796, -2.88117], [1.45045, 0.34935, -3.18695], [-1.00234, -1.36009, 3.38962], [-1.21445, 0.51271, 1.44835], [-0.69135, 5.23252, -0.16980], [0.48249, 4.38853, -0.09360], [1.79261, 4.94968, 0.24383], [2.71887, 3.72873, 0.12845], [1.89299, 2.78987, -0.62442], [0.62489, 3.18172, -0.64757], [-0.67705, 2.24357, -1.28251], [-0.55833, 6.00572, -0.92965], [-0.86000, 5.70808, 0.79582], [-1.55492, 4.62442, -0.42391], [1.77641, 5.37431, 1.24652], [2.05088, 5.74129, -0.46447], [2.97413, 3.31742, 1.10780], [3.63942, 3.95528, -0.40473], [2.08365, 1.76780, -0.86448]],
  "forces_ev_per_angstrom": [[0.0, 0.5, 0.2], [0.0, 0.0, 0.0], [0.0, 0.1, 0.2], [0.0, 0.0, 0.0], [0.0, 0.0, 0.0], [-0.1, -0.1, -0.1], [0.0, -0.1, -0.2], [0.0, 0.0, 0.0], [-0.1, 0.0, 0.0], [0.0, 0.0, 0.0], [0.0, 0.1, 0.0], [0.0, 0.0, 0.0], [-0.1, 0.0, 0.0], [0.1, 0.0, 0.1], [0.0, 0.0, -0.1], [-0.1, 0.0, 0.0], [0.0, 0.0, 0.0], [0.0, 0.0, 0.0], [0.0, 0.0, 0.0], [0.0, 0.0, 0.0], [0.0, 0.0, 0.0], [0.0, 0.0, 0.0], [0.0, 0.0, 0.0], [0.0, 0.0, 0.0], [0.0, 0.0, 0.0], [0.0, 0.0, 0.0], [0.0, 0.0, 0.0], [0.0, 0.0, 0.0], [0.0, 0.0, 0.0], [0.0, 0.0, 0.0], [0.0, 0.0, 0.0], [0.0, 0.0, 0.0], [0.0, 0.0, 0.0], [0.0, 0.0, 0.0], [0.0, 0.0, 0.0], [0.0, 0.0, 0.0], [0.0, 0.0, 0.0], [0.0, 0.0, 0.0], [0.0, 0.0, 0.0], [0.0, 0.0, 0.0], [0.0, 0.0, 0.0], [0.0, 0.0, 0.0], [0.0, 0.0, 0.0], [0.0, 0.0, 0.0], [0.0, 0.0, 0.0], [-0.1, 0.1, 0.0], [0.0, -0.9, -0.3], [0.0, 0.1, 0.0], [0.0, 0.0, 0.0], [0.0, 0.0, 0.0], [0.0, 0.0, 0.0], [0.0, 0.0, 0.0], [0.0, 0.0, 0.0], [0.0, 0.0, 0.0], [0.1, 0.0, 0.0], [0.0, -0.2, 0.0], [0.0, 0.0, 0.0], [0.0, 0.0, 0.0], [0.0, 0.0, 0.0], [0.1, 0.0, 0.0], [-0.3, -0.4, -0.2], [0.0, 0.0, 0.0], [0.1, 0.2, 0.0], [0.0, 0.0, 0.0], [0.0, 0.0, 0.0], [0.0, 0.0, 0.0], [0.0, 0.0, 0.0], [0.0, 0.0, 0.0], [0.0, 0.0, 0.0], [0.0, 0.0, 0.0], [0.1, 0.7, 0.3]],
  "multiplicity": 6,
  "relative_energy_ev": 0.000,
  "lumo_energy_ev": [-2.41, -4.37],
  "total_energy_ha": -3851.44301,
  "e_homo_ev": [-9.272, -11.679],
  "homo_lumo_gap_ev": [6.862, 7.314],
  "charge": 1
}

---

{
  "formula": "C20H41IrN2O",
  "method": "ωB97M-V/def2-TZVPD",
  "symbols": ["Ir", "C", "C", "C", "C", "C", "C", "C", "C", "C", "C", "C", "C", "C", "C", "C", "C", "C", "H", "H", "H", "H", "H", "H", "H", "H", "H", "H", "H", "H", "H", "H", "H", "H", "H", "H", "H", "H", "H", "H", "H", "H", "H", "H", "H", "H", "H", "N", "C", "C", "C", "N", "H", "H", "H", "H", "H", "H", "H", "H", "H", "H", "O", "H", "H"],
  "coordinates": [[-0.39678, -0.13817, -0.49704], [-2.50369, -0.60646, -0.51110], [-1.79951, -1.70603, -1.11372], [-1.06981, -1.15721, -2.26669], [-1.44321, 0.24687, -2.33785], [-2.33555, 0.58249, -1.29906], [-3.04210, 1.90533, -1.13046], [-4.24167, 1.83889, -2.09740], [-3.57833, 2.09489, 0.29021], [-2.13982, 3.07620, -1.53100], [-0.35585, -1.77466, -3.47234], [0.66580, -0.80026, -4.07851], [-1.46367, -2.00320, -4.52088], [0.39657, -3.07846, -3.21920], [-2.01382, -3.13534, -0.60042], [-2.89092, -3.12957, 0.65963], [-2.81046, -3.86618, -1.69833], [-0.73934, -3.92173, -0.24757], [-3.12605, -0.68064, 0.36278], [-1.11726, 0.93514, -3.09904], [-4.92040, 1.02658, -1.83344], [-3.91351, 1.69533, -3.12753], [-4.79877, 2.77424, -2.04538], [-4.21410, 1.26926, 0.60790], [-4.18365, 3.00026, 0.32721], [-2.79511, 2.21914, 1.04452], [-1.86864, 3.03941, -2.58641], [-1.21571, 3.11100, -0.94793], [-2.66937, 4.01498, -1.37072], [0.25089, 0.17116, -4.34299], [1.04487, -1.23206, -5.00419], [1.52971, -0.66494, -3.42469], [-1.93073, -1.06103, -4.81347], [-2.24487, -2.66939, -4.15820], [-1.02793, -2.45051, -5.41448], [1.18872, -2.94526, -2.47789], [0.87667, -3.38474, -4.14870], [-0.24580, -3.89675, -2.90925], [-3.89732, -2.75826, 0.46446], [-2.45182, -2.54359, 1.47281], [-2.98738, -4.15437, 1.01692], [-3.68372, -3.28635, -2.00323], [-3.16448, -4.81795, -1.30200], [-2.21080, -4.07666, -2.57985], [-0.46405, -3.78922, 0.80138], [0.11667, -3.68531, -0.86712], [-0.93929, -4.98831, -0.35539], [1.54100, 0.61058, -1.06214], [2.76837, -0.21602, -0.89376], [2.93321, -0.72230, 0.52566], [1.92430, -1.78160, 0.91768], [0.55855, -1.21332, 1.10101], [1.47534, 0.87383, -2.04222], [1.67321, 1.48797, -0.56029], [3.63292, 0.37997, -1.18753], [2.69533, -1.05914, -1.58158], [2.91927, 0.10963, 1.23934], [3.92867, -1.16042, 0.60858], [2.22555, -2.26898, 1.84564], [1.85788, -2.54746, 0.14557], [0.56974, -0.63304, 1.93770], [-0.07093, -1.97840, 1.32704], [-0.14600, 1.63540, 0.95354], [0.27877, 1.71193, 1.81845], [-0.90175, 2.23863, 0.96835]],
  "forces_ev_per_angstrom": [[0.1, 0.0, -0.1], [0.1, -0.2, -0.1], [-0.1, 0.2, 0.1], [-0.1, 0.1, 0.0], [0.0, 0.0, 0.0], [0.0, -0.1, -0.1], [0.0, 0.0, 0.1], [0.0, 0.0, 0.0], [0.0, 0.1, 0.0], [0.0, 0.0, 0.0], [0.0, 0.0, 0.0], [0.0, 0.0, 0.0], [0.0, 0.0, 0.0], [0.0, 0.0, 0.0], [0.0, 0.0, 0.0], [0.0, 0.0, 0.0], [0.0, 0.0, 0.0], [0.0, 0.0, 0.0], [0.0, 0.0, 0.0], [0.0, 0.0, 0.0], [0.0, 0.0, 0.0], [0.0, 0.0, 0.0], [0.0, 0.0, 0.0], [0.0, 0.0, 0.0], [0.0, 0.0, 0.0], [0.0, -0.1, 0.0], [0.0, 0.0, 0.0], [0.0, 0.0, 0.0], [0.0, 0.0, 0.0], [0.0, 0.0, 0.0], [0.0, 0.0, 0.0], [0.0, 0.0, 0.0], [0.0, 0.0, 0.0], [0.0, 0.0, 0.0], [0.0, 0.0, 0.0], [0.0, 0.0, 0.0], [0.0, 0.0, 0.0], [0.0, 0.0, 0.0], [0.0, 0.0, 0.0], [0.0, 0.0, 0.0], [0.0, 0.0, 0.0], [0.0, 0.0, 0.0], [0.0, 0.0, 0.0], [0.0, 0.0, 0.0], [0.0, 0.0, 0.0], [0.0, 0.0, 0.0], [0.0, 0.0, 0.0], [0.0, 0.0, 0.0], [0.0, 0.0, 0.0], [0.0, 0.0, 0.0], [0.0, 0.0, 0.0], [-0.1, 0.0, 0.0], [0.0, 0.0, 0.0], [0.0, 0.0, 0.0], [0.0, 0.0, 0.0], [0.0, 0.0, 0.0], [0.0, 0.0, 0.0], [0.0, 0.0, 0.0], [0.0, 0.0, 0.0], [0.0, 0.0, 0.0], [0.0, 0.0, 0.0], [0.0, 0.0, 0.0], [0.0, 0.1, 0.0], [0.0, -0.1, 0.0], [0.0, 0.0, 0.0]],
  "multiplicity": 1,
  "relative_energy_ev": 0.000,
  "lumo_energy_ev": -6.50,
  "total_energy_ha": -1075.26453,
  "e_homo_ev": -16.148,
  "homo_lumo_gap_ev": 9.651,
  "charge": 2
}

---

{
  "formula": "C20H41N2OP2SV",
  "method": "ωB97M-V/def2-TZVPD",
  "symbols": ["V", "P", "P", "N", "C", "H", "H", "C", "H", "H", "C", "H", "H", "C", "H", "H", "C", "C", "H", "H", "H", "C", "C", "H", "H", "H", "C", "C", "H", "H", "H", "C", "C", "H", "H", "H", "C", "C", "H", "H", "H", "C", "H", "H", "H", "C", "H", "H", "H", "C", "H", "H", "H", "H", "H", "H", "H", "O", "H", "H", "S", "C", "C", "N", "C", "H", "H", "H"],
  "coordinates": [[-0.11080, 0.00486, -0.09781], [0.01340, -2.29008, -0.57020], [0.01031, 2.34061, -0.28768], [1.69900, 0.08640, -1.37712], [1.65767, -2.39083, -1.41644], [2.20422, -3.26554, -1.01867], [1.43947, -2.59905, -2.48026], [2.54548, -1.15032, -1.32688], [3.23419, -1.20130, -0.47434], [3.20008, -1.09263, -2.21531], [2.54527, 1.30777, -1.17421], [3.20183, 1.35954, -2.06143], [3.23346, 1.25485, -0.32202], [1.65495, 2.54730, -1.11312], [1.43514, 2.87873, -2.14433], [2.19939, 3.37095, -0.61635], [0.22258, 3.28066, 1.31274], [-0.94713, 3.06602, 2.26972], [-0.76240, 3.64629, 3.18377], [-1.04729, 2.01516, 2.57113], [-1.89986, 3.40722, 1.84430], [-1.21478, 3.22797, -1.34227], [-2.57553, 3.39114, -0.66622], [-3.30984, 3.70453, -1.41779], [-2.56628, 4.17457, 0.09969], [-2.95225, 2.46496, -0.22113], [-1.21190, -3.03625, -1.72998], [-2.57304, -3.27933, -1.07917], [-3.30811, -3.49555, -1.86347], [-2.94735, -2.41401, -0.52318], [-2.56538, -4.15130, -0.41566], [0.22481, -3.42206, 0.89876], [-0.94354, -3.32446, 1.87574], [-0.76365, -4.01683, 2.70893], [-1.89796, -3.60329, 1.41120], [-1.03857, -2.32020, 2.30815], [-1.95902, -0.00775, 0.15428], [-0.73756, 4.56183, -1.91665], [-0.63200, 5.32800, -1.14315], [0.20841, 4.48322, -2.45714], [-1.48696, 4.92665, -2.62859], [-0.73630, -4.28858, -2.46689], [-1.48669, -4.56110, -3.21824], [0.20931, -4.14339, -2.99438], [-0.63062, -5.14542, -1.79488], [0.52816, -4.88209, 0.54366], [0.84791, -5.39476, 1.46189], [-0.36368, -5.40986, 0.17856], [1.34077, -4.98779, -0.18581], [0.53008, 4.77296, 1.14119], [-0.36104, 5.34421, 0.84542], [0.85196, 5.16597, 2.11609], [1.34261, 4.96604, 0.42930], [1.11351, 2.79628, 1.75489], [1.11710, -2.99908, 1.39697], [-1.33644, 2.51282, -2.17222], [-1.33160, -2.22197, -2.46340], [-3.10289, -0.02309, 0.55513], [1.61744, 0.14977, -2.38743], [-1.45381, 0.02221, -1.02734], [0.47054, -0.26227, 4.40078], [2.10201, -0.22150, 3.71079], [2.04363, -0.14373, 2.34237], [0.73780, -0.11578, 1.83885], [-0.17806, -0.17412, 2.83578], [2.99818, -0.25543, 4.32261], [2.89696, -0.10418, 1.65854], [-1.24530, -0.16458, 2.63997]],
  "forces_ev_per_angstrom": [[3.7, -0.2, 2.6], [0.1, -2.6, -0.9], [0.1, 2.7, -0.6], [0.7, 0.0, 0.0], [0.2, -0.2, -0.5], [-0.3, 0.3, -0.3], [0.1, 0.0, 0.5], [0.3, -0.6, -0.3], [-0.5, 0.4, 0.1], [-0.1, -0.3, 0.4], [0.3, 0.6, -0.2], [-0.1, 0.2, 0.4], [-0.5, -0.4, 0.1], [0.2, 0.3, -0.5], [0.1, -0.1, 0.4], [-0.3, -0.3, -0.3], [0.2, -0.7, 0.6], [-0.3, 0.0, 0.2], [-0.1, -0.1, -0.2], [-0.1, 0.4, -0.1], [0.3, -0.1, 0.3], [-0.2, -0.3, -0.4], [-0.3, 0.0, 0.1], [0.2, -0.1, 0.1], [0.1, -0.2, -0.2], [0.0, 0.2, 0.0], [-0.1, 0.3, -0.4], [-0.3, 0.0, 0.1], [0.2, 0.1, 0.1], [0.0, -0.2, 0.0], [0.1, 0.2, -0.2], [0.2, 0.6, 0.7], [-0.3, -0.1, 0.2], [-0.1, 0.2, -0.2], [0.3, 0.1, 0.3], [-0.1, -0.3, -0.2], [-6.7, -0.1, 3.8], [0.2, 0.3, -0.1], [0.0, -0.2, -0.2], [-0.1, 0.1, 0.0], [0.1, -0.2, 0.1], [0.2, -0.2, -0.1], [0.1, 0.1, 0.1], [-0.1, -0.1, 0.0], [0.0, 0.2, -0.2], [0.0, -0.2, -0.2], [-0.1, 0.2, -0.2], [0.3, 0.2, 0.1], [-0.3, -0.1, 0.1], [0.0, 0.2, -0.2], [0.3, -0.2, 0.1], [-0.1, -0.2, -0.2], [-0.3, 0.1, 0.2], [-0.2, 0.1, -0.1], [-0.2, -0.1, -0.1], [0.0, 0.2, 0.0], [0.0, -0.2, -0.1], [5.9, 0.1, -2.6], [-1.2, 0.0, -0.2], [-0.6, 0.1, -1.4], [1.0, 0.1, -1.3], [-0.9, 0.0, -0.8], [-0.2, 0.0, 0.8], [-1.4, 0.0, 0.1], [1.0, 0.0, 0.2], [-0.3, 0.0, 0.0], [-0.4, 0.0, 0.4], [0.2, 0.0, 0.2]],
  "multiplicity": 2,
  "lumo_energy_ev": [-12.46, -12.11],
  "total_energy_ha": -2995.24721,
  "e_homo_ev": [-19.216, -19.120],
  "homo_lumo_gap_ev": [6.758, 7.006],
  "charge": 3
}